[1]
Molecular formula: CH2FNO2
Method: DFT, ωB97M-V/def2-TZVPD

Values from the calculation:
- Calculated total energy: -344.29137 Ha
- Frontier orbital gap: 9.14 eV
- Energy above the lowest of the compared OMol25 structures with the same formula, charge and spin: 35.8 kcal/mol
- Max |F|: 0.069 Eh/bohr

Cartesian coordinates (Å):
O  2.350  0.769  0.156
C  2.569  -0.344  -0.102
F  3.920  -0.699  -0.329
H  2.025  -1.254  -0.073
N  -0.749  0.666  -0.349
O  -1.028  -0.457  0.033
H  -0.304  1.373  0.470



[2]
Molecular formula: CH2I2
Method: DFT, ωB97M-V/def2-TZVPD

Values from the calculation:
- Calculated total energy: -634.57599 Ha
- Frontier orbital gap: 6.47 eV
- Energy above the lowest of the compared OMol25 structures with the same formula, charge and spin: 60.3 kcal/mol
- Max |F|: 0.134 Eh/bohr

Cartesian coordinates (Å):
C  0.377  0.333  0.000
I  2.100  1.282  -0.016
I  4.315  -0.628  0.018
H  0.082  0.147  -0.907
H  -0.242  0.160  0.976



[3]
Molecular formula: CH2IN2PS
Method: DFT, ωB97M-V/def2-TZVPD

Values from the calculation:
- Calculated total energy: -1185.92422 Ha
- Frontier orbital gap: 7.85 eV
- Energy above the lowest of the compared OMol25 structures with the same formula, charge and spin: 72.4 kcal/mol
- Max |F|: 0.065 Eh/bohr

Cartesian coordinates (Å):
C  -1.469  -0.579  -0.208
N  -1.200  0.311  0.550
N  -0.115  0.985  0.728
P  1.236  0.380  0.056
S  0.721  -1.264  -0.887
I  -3.032  -1.762  -0.521
H  2.287  0.626  1.064
H  1.571  1.303  -0.783



[4]
Molecular formula: CH2IO2P
Method: DFT, ωB97M-V/def2-TZVPD

Values from the calculation:
- Calculated total energy: -828.74716 Ha
- Frontier orbital gap (alpha / beta): 7.71 / 6.68 eV
- Energy above the lowest of the compared OMol25 structures with the same formula, charge and spin: 3.3 kcal/mol
- Max |F|: 0.061 Eh/bohr
- 2S+1: 3

Cartesian coordinates (Å):
C  0.095  -0.117  -0.216
O  1.344  0.236  0.351
O  0.178  0.648  -1.338
P  1.665  1.208  -0.966
I  -2.661  -1.064  2.254
H  0.220  -1.222  -0.407
H  -0.841  0.311  0.322



[5]
Molecular formula: CH2LiO3Pr
Method: DFT, ωB97M-V/def2-TZVPD

Values from the calculation:
- Calculated total energy: -788.98033 Ha
- Charge: +2
- Frontier orbital gap (alpha / beta): 7.13 / 8.67 eV
- Max |F|: 0.102 Eh/bohr
- 2S+1: 3

Cartesian coordinates (Å):
O  2.201  0.222  0.321
C  -1.014  0.221  0.467
O  -1.927  -0.400  1.006
O  -0.670  -0.049  -0.752
H  2.801  -0.425  0.691
Li  -2.098  -1.570  -0.623
Pr  1.435  0.612  -1.758
H  -0.729  1.390  0.649



[6]
Molecular formula: CH2N2O2
Method: DFT, ωB97M-V/def2-TZVPD

Values from the calculation:
- Calculated total energy: -299.07876 Ha
- Frontier orbital gap (alpha / beta): 8.90 / 9.40 eV
- Energy above the lowest of the compared OMol25 structures with the same formula, charge and spin: 162.0 kcal/mol
- Max |F|: 0.121 Eh/bohr

Cartesian coordinates (Å):
C  -0.641  -0.649  0.891
N  -1.004  -0.579  -0.273
N  0.718  0.752  -1.088
O  0.768  0.550  -2.280
O  1.105  1.284  -0.147
H  -1.181  -1.344  1.643
H  0.235  -0.015  1.254



[7]
Molecular formula: CH2N2O2
Method: DFT, ωB97M-V/def2-TZVPD

Values from the calculation:
- Calculated total energy: -299.09720 Ha
- Frontier orbital gap (alpha / beta): 9.86 / 9.84 eV
- Energy above the lowest of the compared OMol25 structures with the same formula, charge and spin: 150.4 kcal/mol
- Max |F|: 0.042 Eh/bohr

Cartesian coordinates (Å):
C  -1.053  -1.264  2.187
N  1.093  0.752  -1.956
N  -0.284  0.906  -0.206
O  -0.785  -0.810  3.185
O  0.344  0.187  -1.072
H  -0.807  0.240  0.374
H  1.493  -0.010  -2.512



[8]
Molecular formula: CH2N2O2
Method: DFT, ωB97M-V/def2-TZVPD

Values from the calculation:
- Calculated total energy: -298.99687 Ha
- Frontier orbital gap (alpha / beta): 8.16 / 9.76 eV
- Energy above the lowest of the compared OMol25 structures with the same formula, charge and spin: 124.0 kcal/mol
- Max |F|: 0.088 Eh/bohr
- 2S+1: 3

Cartesian coordinates (Å):
C  0.066  -0.559  -0.281
N  -1.045  0.285  0.093
N  1.364  -0.569  0.128
O  -1.077  0.536  1.322
O  0.889  -0.631  -1.315
H  -2.082  0.593  -0.291
H  1.886  0.347  0.343



[9]
Molecular formula: CH2N2O2S
Method: DFT, ωB97M-V/def2-TZVPD

Values from the calculation:
- Calculated total energy: -697.38832 Ha
- Frontier orbital gap: 10.68 eV
- Energy above the lowest of the compared OMol25 structures with the same formula, charge and spin: 102.1 kcal/mol
- Max |F|: 0.060 Eh/bohr

Cartesian coordinates (Å):
C  0.270  -0.907  -0.061
N  -0.007  -2.084  0.314
N  -0.813  -0.009  -0.359
O  -2.107  -2.538  1.522
O  -1.986  -0.807  -0.374
S  -1.658  -2.401  0.159
H  1.145  -0.272  -0.159
H  -0.937  0.721  0.343



[10]
Molecular formula: CH2N2O2S
Method: DFT, ωB97M-V/def2-TZVPD

Values from the calculation:
- Calculated total energy: -697.33853 Ha
- Frontier orbital gap: 9.77 eV
- Energy above the lowest of the compared OMol25 structures with the same formula, charge and spin: 133.3 kcal/mol
- Max |F|: 0.111 Eh/bohr

Cartesian coordinates (Å):
O  2.807  1.139  -0.149
C  2.013  0.235  -0.101
N  1.521  -0.819  0.072
N  0.340  -1.463  -0.179
O  -0.695  -0.631  -0.710
S  -1.023  0.938  -0.130
H  -0.012  -1.933  0.784
H  -0.413  1.720  -1.124



[11]
Molecular formula: CH2N2O2S
Method: DFT, ωB97M-V/def2-TZVPD

Values from the calculation:
- Calculated total energy: -697.36909 Ha
- Frontier orbital gap: 9.76 eV
- Energy above the lowest of the compared OMol25 structures with the same formula, charge and spin: 114.1 kcal/mol
- Max |F|: 0.056 Eh/bohr

Cartesian coordinates (Å):
N  0.142  0.039  1.926
C  0.412  1.007  1.269
S  0.605  2.475  0.788
H  0.423  -0.910  2.040
O  1.136  -1.447  -0.863
N  1.309  -0.266  -0.763
O  0.714  0.575  -1.700
H  0.830  1.403  -1.186



[12]
Molecular formula: CH2N2O3
Method: DFT, ωB97M-V/def2-TZVPD

Values from the calculation:
- Calculated total energy: -374.33300 Ha
- Frontier orbital gap (alpha / beta): 7.72 / 8.79 eV
- Energy above the lowest of the compared OMol25 structures with the same formula, charge and spin: 91.7 kcal/mol
- Max |F|: 0.096 Eh/bohr

Cartesian coordinates (Å):
C  -0.004  -0.082  0.014
N  -0.692  0.205  1.133
N  1.073  -0.966  -0.261
O  -0.203  0.641  -1.026
O  -1.213  -0.349  2.164
O  1.502  -0.797  -1.414
H  -1.115  1.230  1.035
H  0.651  0.119  -1.644